62
Properties=species:S:1:pos:R:3:mulliken_charge:R:1 method="wB97M-V/def2-TZVPD" smiles="CCn1cc(C(=O)OCC(=O)c2cc(C)n(-c3ccc(OC(F)F)cc3)c2C)c(=O)c2ccc(C)nc21" max_force_ev_per_a=1.493 multiplicity=1 total_energy_ev=-48548.919 e_above_lowest_ev=0.184 e_homo_ev=-8.02
C 2.27832 -1.26344 -5.58879 -1.0475
C 3.02288 -1.95548 -4.45182 -0.7317
N 3.40590 -1.00083 -3.43010 0.1653
C 2.57435 -0.70696 -2.41676 -0.2788
C 2.83763 0.20551 -1.44078 0.0879
C 1.81558 0.35982 -0.38573 0.4919
O 0.64675 0.06876 -0.54366 -0.6547
O 2.30423 0.84027 0.74957 -0.2768
C 1.37157 0.92381 1.81248 -0.5664
C 0.81031 -0.46414 2.16001 0.5386
O 1.50641 -1.44733 2.04600 -0.6333
C -0.53839 -0.49940 2.71110 1.1565
C -0.92055 -1.39370 3.75168 -1.8281
C -2.24016 -1.18956 4.01786 1.0757
C -3.10778 -1.81471 5.05298 -1.5068
N -2.69359 -0.20917 3.16044 0.5673
C -4.01112 0.28033 3.11838 -1.2302
C -5.07728 -0.58208 2.90035 -0.5684
C -6.37699 -0.10629 2.86454 -0.3796
C -6.60837 1.24750 3.04296 0.8866
O -7.87160 1.84880 3.02598 -0.3893
C -8.97267 1.12058 2.83185 0.3975
F -9.14929 0.15448 3.76951 -0.2443
F -8.97896 0.46166 1.64497 -0.2457
C -5.54867 2.12111 3.25798 -0.6521
C -4.25744 1.63971 3.29797 -0.0467
C -1.66757 0.22423 2.36650 0.4012
C -1.90641 1.15788 1.23229 -1.7289
C 4.06365 0.99834 -1.45643 0.7911
O 4.34110 1.89089 -0.67497 -0.7344
C 4.95268 0.63274 -2.57543 0.3486
C 6.19181 1.25951 -2.73327 -0.9398
C 7.00445 0.91247 -3.78816 -0.5767
C 6.56485 -0.06999 -4.68266 0.4819
C 7.40626 -0.48919 -5.84483 -1.3588
N 5.39714 -0.67071 -4.54739 -0.3158
C 4.60650 -0.33903 -3.52734 0.2482
H 2.92147 -0.52150 -6.05470 0.3158
H 1.98642 -1.99298 -6.33876 0.3764
H 1.38482 -0.76874 -5.21455 0.3036
H 2.39285 -2.71924 -3.99147 0.3904
H 3.93777 -2.41255 -4.83178 0.3558
H 1.64311 -1.25694 -2.37881 0.4425
H 1.94079 1.28832 2.67150 0.3171
H 0.57459 1.62741 1.56822 0.3247
H -0.26178 -2.08011 4.24346 0.5197
H -3.82169 -1.09433 5.44939 0.3311
H -2.48795 -2.18311 5.86630 0.4105
H -3.66562 -2.65992 4.64868 0.2598
H -4.89086 -1.63263 2.74393 0.5293
H -7.18231 -0.80141 2.69153 0.3800
H -9.84745 1.78890 2.85825 0.1649
H -5.75950 3.16893 3.39560 0.4390
H -3.43322 2.31217 3.47691 0.5034
H -2.93897 1.08200 0.89473 0.3559
H -1.24989 0.89431 0.40500 0.3156
H -1.72145 2.19662 1.51104 0.3651
H 6.47631 2.00983 -2.01051 0.5139
H 7.96481 1.38189 -3.93332 0.4344
H 6.88099 -1.23794 -6.42998 0.3061
H 8.34909 -0.90463 -5.49305 0.3116
H 7.63214 0.36922 -6.47490 0.3298

***

16
Properties=species:S:1:pos:R:3:mulliken_charge:R:1 method="wB97M-V/def2-TZVPD" max_force_ev_per_a=0.448 multiplicity=1 total_energy_ev=-8401.732 e_above_lowest_ev=3.815 e_homo_ev=-8.47
C -1.70477 -0.55516 0.03106 -1.4269
C -0.25089 -0.13926 0.12695 0.8570
C 0.76419 -0.90595 -0.49068 -0.7660
O 1.18549 0.51778 -1.70738 -0.7278
C 0.15497 0.63662 1.37185 -0.5933
O 1.49253 1.09222 1.30846 -0.5228
H -1.91996 -1.04255 -0.92684 0.3801
H -1.99134 -1.25494 0.82875 0.3336
H -2.36694 0.31483 0.11406 0.3321
H 0.16740 0.61429 -0.96769 0.3393
H 0.50709 -1.69664 -1.19269 0.3270
H 1.76838 -0.93659 -0.07980 0.2605
H 1.01918 0.36736 -2.65431 0.2894
H -0.54950 1.47191 1.52281 0.2702
H 0.10139 0.01279 2.27513 0.3055
H 1.62279 1.50329 0.44034 0.3423

***

45
Properties=species:S:1:pos:R:3:lowdin_spin:R:1 method="wB97M-V/def2-TZVPD" max_force_ev_per_a=0.928 multiplicity=2 total_energy_ev=-115248.345 e_above_lowest_ev=0.000 e_homo_ev="-7.97 / -7.96"
Ir 0.55276 -0.57383 -0.09245 0.5931
O -1.92405 -3.28026 1.61590 0.0400
C -0.98535 -2.62620 1.20891 0.0154
N -1.01018 -1.76371 0.14245 0.0853
C -2.27109 -1.09869 -0.11882 0.0059
C -2.17189 0.24127 0.57551 0.0023
C -3.25736 1.00292 0.96859 0.0003
C -3.03277 2.19860 1.62975 -0.0004
C -1.73059 2.60368 1.88480 0.0000
C -0.68902 1.80791 1.45321 -0.0001
N -0.91451 0.65544 0.81695 -0.0027
C 0.33809 -2.62075 1.92361 0.0002
C 0.65416 -3.53200 2.90521 0.0001
C 1.87845 -3.40529 3.54779 -0.0006
C 2.73031 -2.37570 3.18399 -0.0001
C 2.34854 -1.48922 2.18830 -0.0010
N 1.16392 -1.61312 1.59077 -0.0036
H -3.09962 -1.68075 0.28491 0.0001
H -2.43052 -0.95891 -1.18942 0.0014
H -4.25897 0.64986 0.76601 0.0000
H -3.86785 2.80534 1.95420 0.0000
H -1.51680 3.52535 2.40544 0.0001
H 0.34903 2.06982 1.59441 -0.0006
H -0.05775 -4.31048 3.13876 0.0000
H 2.16710 -4.10998 4.31618 0.0000
H 3.70003 -2.25518 3.64470 0.0000
H 3.00393 -0.70648 1.82439 -0.0001
Cl 1.87266 -2.01397 -1.23862 0.1164
O 3.67500 0.70731 -1.97678 0.0307
Se 3.83153 1.10309 -0.42691 0.0078
O 4.40264 -0.12502 0.45737 0.0156
O 1.82435 0.95233 0.17658 0.0868
O 0.59013 2.46356 -1.35346 0.0026
C -0.09656 3.04182 -4.11804 -0.0001
N -0.26384 1.78927 -3.41616 -0.0002
C -0.64800 0.56885 -3.96065 0.0028
C -0.49807 -0.35617 -2.99352 -0.0009
N -0.04573 0.27476 -1.84364 0.0028
C 0.12699 1.58309 -2.13249 0.0014
H -0.95160 3.21592 -4.76932 0.0000
H 0.81864 3.03621 -4.71084 0.0000
H -0.03372 3.83840 -3.38141 0.0000
H -0.98126 0.48112 -4.97897 0.0002
H -0.66244 -1.41888 -3.02339 0.0001
H 1.37130 1.69870 -0.47378 -0.0007

***

8
Properties=species:S:1:pos:R:3:mulliken_charge:R:1 method="wB97M-V/def2-TZVPD" total_charge=-1 max_force_ev_per_a=1.632 multiplicity=1 total_energy_ev=-20105.465 e_above_lowest_ev=0.704 e_homo_ev=-2.49
C 0.48991 0.33425 0.92804 0.3648
C -1.40728 -0.05968 -0.45171 0.6891
C 1.01054 -0.40355 -0.01208 -0.5053
O -1.40093 0.82571 -1.20240 -0.3964
O 0.15706 1.12569 1.74768 -0.5147
O -1.80634 -0.97427 0.15745 -0.4539
S 2.07315 0.60749 -0.96712 -0.5552
H 0.88389 -1.45563 -0.19985 0.3716

***

6
Properties=species:S:1:pos:R:3:mulliken_charge:R:1 method="wB97M-V/def2-TZVPD" total_charge=-1 max_force_ev_per_a=2.021 multiplicity=1 total_energy_ev=-11830.499 e_above_lowest_ev=0.000 e_homo_ev=-2.53
N 0.73106 -0.75871 -0.83692 -0.2670
N 0.87813 -0.14707 0.18387 1.1812
O 0.56117 -0.04631 1.30442 -0.5250
O 1.84305 0.47246 -0.49652 -0.4173
O -1.97275 0.90924 -0.34420 -0.6920
F -2.04065 -0.42962 0.18935 -0.2799

***

33
Properties=species:S:1:pos:R:3:mulliken_charge:R:1 method="wB97M-V/def2-TZVPD" max_force_ev_per_a=0.719 multiplicity=1 total_energy_ev=-105839.704 e_above_lowest_ev=0.000 e_homo_ev=-8.01
Pd -1.59461 -1.46214 0.00011 -0.4400
C 1.44162 -2.19590 1.51947 -1.0622
Si 0.74610 -1.31266 0.00003 0.6480
C 1.44154 -2.19592 -1.51943 -1.0624
C 1.44788 0.43028 0.00001 0.3495
C 2.80588 0.76089 0.00003 -0.4600
C 3.20548 2.08581 -0.00001 -0.6436
C 2.25073 3.10152 -0.00006 -0.6052
C 0.90394 2.78394 -0.00007 -0.5229
C 0.49261 1.44816 -0.00002 0.1805
Si -1.28306 0.84801 0.00003 0.6678
C -2.14336 1.53685 -1.52809 -1.1683
C -2.14329 1.53692 1.52817 -1.1685
H 2.53417 -2.14933 1.52295 0.3336
H 1.15651 -3.25080 1.55775 0.3009
H 1.08056 -1.72206 2.43443 0.2819
H 2.53410 -2.14935 -1.52298 0.3333
H 1.08041 -1.72211 -2.43437 0.2817
H 1.15644 -3.25083 -1.55767 0.3011
H 3.56126 -0.01884 0.00006 0.3298
H 4.25924 2.33608 -0.00001 0.3825
H 2.56530 4.13790 -0.00010 0.3842
H 0.17163 3.58523 -0.00010 0.3482
H -2.05993 2.62764 -1.53935 0.3353
H -3.20386 1.27955 -1.54877 0.2966
H -1.67999 1.15424 -2.43897 0.3158
H -2.05986 2.62771 1.53936 0.3355
H -1.67988 1.15436 2.43904 0.3158
H -3.20379 1.27961 1.54890 0.2970
Se -4.11778 -4.59218 -0.00056 -0.0179
C -4.29567 -2.76334 -0.00005 0.4621
N -3.78005 -1.73279 0.00015 -0.4825
I -1.59024 -4.19644 0.00010 0.1525